# 1
Here is a cluster of 40 separate species, H80O40 in total at a distorted geometry from the OMol25 dataset. Energies are from ωB97M-V/def2-TZVPD.

Calculated values
**F_max**: 0.0670 Eh/bohr
**Electronic energy**: -83196.91609 eV
**ΔE to the lowest compared entry with this formula, charge and spin**: 8.899 eV
**Gap between HOMO and LUMO**: 9.6 eV

Positions of all 120 atoms, in Å:
1 H -4.432 2.374 -4.048
2 H -3.252 2.250 -3.314
3 O -4.126 2.571 -3.120
4 H -1.637 -5.292 3.598
5 H -0.911 -4.279 4.471
6 O -0.871 -5.206 4.247
7 H -0.646 1.574 -0.894
8 H -0.152 1.215 -2.354
9 O 0.127 1.591 -1.507
10 H 3.853 4.359 3.291
11 H 2.624 3.774 2.442
12 O 3.113 3.776 3.281
13 H 0.051 5.419 -3.262
14 H 1.050 5.861 -2.317
15 O 0.118 5.615 -2.307
16 H 0.134 3.462 1.296
17 O 0.708 4.212 1.638
18 H 4.256 2.632 -2.430
19 O 4.149 3.551 -2.024
20 H 5.343 -3.144 -2.118
21 H 4.167 -2.815 -1.050
22 O 4.478 -3.404 -1.741
23 H -3.089 4.341 -0.882
24 H -4.053 4.415 -2.080
25 O -3.379 4.936 -1.579
26 H -0.728 0.785 4.238
27 H -1.763 1.085 3.078
28 O -0.845 1.071 3.346
29 H 1.169 3.707 4.666
30 H -0.285 3.042 4.297
31 O 0.345 3.347 5.020
32 H -2.915 0.091 -4.265
33 O -2.283 -0.494 -4.692
34 H 2.039 -3.420 4.087
35 H 1.860 -2.086 3.585
36 O 1.669 -3.013 3.287
37 H -4.522 -3.673 -1.093
38 H -4.188 -4.943 -0.721
39 O -4.724 -4.247 -0.325
40 H 1.446 -5.299 -1.681
41 H 1.469 -6.345 -0.452
42 O 0.961 -5.987 -1.180
43 H 2.615 -0.374 5.528
44 H 3.646 -1.480 5.724
45 O 2.893 -1.244 5.201
46 H 0.317 0.611 -5.287
47 H 1.453 1.690 -4.947
48 O 0.548 1.401 -4.769
49 H -0.743 0.295 0.770
50 H -0.355 -1.196 0.699
51 O -1.101 -0.611 0.603
52 H 2.402 3.284 -0.247
53 O 2.483 2.536 0.354
54 H -1.192 3.313 0.310
55 H -1.886 2.797 1.476
56 O -1.253 2.488 0.801
57 H 1.658 2.765 -3.329
58 O 1.913 3.692 -3.493
59 H 2.600 -4.627 -3.282
60 H 2.793 -3.377 -2.509
61 O 2.082 -3.996 -2.759
62 H -1.601 -2.086 5.112
63 H -1.538 -1.735 3.731
64 O -1.856 -1.334 4.556
65 H -0.292 -0.911 5.994
66 H -0.231 0.599 6.346
67 O -0.437 -0.291 6.676
68 H 2.389 -2.621 0.911
69 H 3.230 -3.597 1.778
70 O 3.300 -2.828 1.195
71 H -0.143 -3.019 1.854
72 H -1.312 -1.826 1.754
73 O -0.990 -2.691 2.078
74 H -1.074 -5.798 2.246
75 H -2.248 -5.272 1.415
76 O -2.042 -5.930 2.081
77 H -1.261 3.478 -3.950
78 H -1.986 4.546 -3.192
79 O -2.126 3.958 -4.000
80 H 3.375 1.311 -4.813
81 H 2.330 0.480 -4.007
82 O 3.181 0.461 -4.397
83 H -4.084 1.139 0.902
84 H -5.369 0.735 1.348
85 O -4.847 0.671 0.530
86 H -1.344 -5.732 -0.797
87 H -1.570 -4.425 -1.352
88 O -1.968 -5.299 -1.381
89 H 4.567 -0.076 2.208
90 O 3.827 0.402 1.920
91 H 5.612 0.430 -2.711
92 H 4.159 0.446 -2.875
93 O 4.843 0.866 -2.341
94 H 1.952 1.767 0.112
95 H 1.408 3.543 1.826
96 H 2.531 3.791 -2.743
97 H 4.461 3.327 -1.135
98 H -1.912 -0.990 -3.947
99 H 3.326 1.036 2.385
100 O 3.658 -2.224 -4.285
101 H 2.997 -1.553 -4.417
102 H 4.211 -2.085 -5.057
103 O -2.117 4.121 3.427
104 H -2.860 3.700 3.009
105 H -2.225 5.078 3.299
106 O 1.679 0.104 0.124
107 H 2.476 0.069 -0.452
108 H 1.000 0.195 -0.585
109 O -3.700 -0.173 2.725
110 H -3.666 -0.898 2.098
111 H -4.327 -0.329 3.433
112 O -5.203 -2.097 1.946
113 H -4.680 -2.801 2.314
114 H -5.475 -2.539 1.147
115 O -3.267 -0.583 -1.650
116 H -3.082 -1.078 -0.822
117 H -3.920 0.103 -1.440
118 O -0.785 0.518 -6.792
119 H -0.611 -0.278 -6.283
120 H -1.563 0.846 -6.329

Results of the Mulliken charge analysis, in e, for atoms 1 through 6:
1 H 0.3550
2 H 0.1847
3 O -0.5382
4 H 0.4610
5 H 0.2579
6 O -0.7127


# 2
Here is a cluster of 40 separate species, H80O40 in total at a distorted geometry from the OMol25 dataset. Energies are from ωB97M-V/def2-TZVPD.

Calculated values
**F_max**: 0.0518 Eh/bohr
**Electronic energy**: -83199.02467 eV
**ΔE to the lowest compared entry with this formula, charge and spin**: 6.791 eV
**Gap between HOMO and LUMO**: 9.9 eV

Positions of all 120 atoms, in Å:
1 H 5.699 -1.915 1.633
2 H 4.534 -1.471 0.738
3 O 4.848 -2.190 1.288
4 H 1.852 0.840 -3.509
5 H 1.746 2.131 -4.234
6 O 1.465 1.209 -4.307
7 H -2.091 -3.232 3.265
8 H -1.946 -1.794 2.819
9 O -1.868 -2.712 2.495
10 H 2.840 3.846 -2.356
11 H 2.279 5.068 -2.995
12 O 2.519 4.160 -3.209
13 H 1.367 5.747 0.786
14 H -0.178 5.466 0.814
15 O 0.623 5.425 0.285
16 H -0.533 -4.134 2.740
17 O -0.418 -4.642 3.563
18 H -3.822 -5.547 -0.973
19 O -4.325 -4.962 -1.547
20 H -0.552 -4.897 -1.339
21 H -1.814 -5.465 -1.469
22 O -1.104 -5.500 -0.807
23 H -2.616 0.619 -2.468
24 H -2.689 -0.156 -1.149
25 O -2.513 0.714 -1.518
26 H 0.701 0.800 -0.718
27 H -0.364 0.259 -1.941
28 O 0.214 0.119 -1.172
29 H 4.236 3.089 2.382
30 H 3.567 3.872 3.572
31 O 4.141 3.935 2.818
32 H 1.658 -0.078 -5.828
33 O 2.382 -0.547 -6.242
34 H 0.029 -2.465 6.255
35 H -1.116 -3.076 5.377
36 O -0.216 -2.752 5.374
37 H 2.325 -4.476 -2.587
38 H 1.623 -4.693 -3.948
39 O 1.493 -4.698 -3.002
40 H -1.955 -2.304 -0.731
41 H -3.093 -2.617 0.130
42 O -2.900 -2.094 -0.655
43 H 1.258 -4.723 0.007
44 H 0.880 -6.127 0.708
45 O 1.557 -5.573 0.324
46 H 3.652 2.312 -2.966
47 H 3.776 3.105 -4.207
48 O 4.023 2.229 -3.845
49 H 0.546 -3.118 -2.533
50 H -0.048 -1.965 -1.573
51 O -0.174 -2.843 -1.947
52 H -2.343 0.776 -5.214
53 O -3.281 1.025 -5.141
54 H -2.724 -4.858 1.119
55 H -4.320 -4.853 1.608
56 O -3.570 -4.422 1.202
57 H -0.427 -0.750 -3.516
58 O -1.365 -0.561 -3.497
59 H 3.706 -2.075 -1.441
60 H 3.667 -3.176 -0.475
61 O 3.330 -2.966 -1.355
62 H -2.016 1.335 0.679
63 H -2.277 2.867 0.744
64 O -2.346 2.041 1.226
65 H -2.184 0.025 3.756
66 H -3.304 0.088 2.815
67 O -3.039 -0.408 3.592
68 H 1.275 -1.660 3.478
69 H 2.394 -1.595 4.387
70 O 1.905 -0.998 3.804
71 H -3.670 -3.222 -2.760
72 H -4.807 -2.333 -3.389
73 O -3.871 -2.534 -3.407
74 H -2.943 5.663 2.827
75 H -3.909 4.525 2.155
76 O -3.037 4.792 2.450
77 H -5.035 2.917 1.700
78 H -4.556 3.308 3.067
79 O -5.362 3.143 2.580
80 H 5.344 -0.015 -0.827
81 H 5.833 0.836 0.419
82 O 5.890 0.007 -0.055
83 H 3.223 -0.705 -2.821
84 H 4.774 -0.514 -2.812
85 O 3.981 -0.537 -2.262
86 H -4.634 3.375 -2.855
87 H -3.891 2.585 -1.670
88 O -4.289 3.407 -1.963
89 H -2.878 5.259 -0.935
90 O -2.065 5.120 -0.457
91 H -2.029 3.893 3.935
92 H -2.379 2.316 4.346
93 O -1.763 3.034 4.246
94 H -3.714 0.210 -4.877
95 H 0.435 -5.065 3.458
96 H -1.755 -1.360 -3.122
97 H -4.703 -4.364 -0.892
98 H 3.221 -0.158 -5.993
99 H -1.350 4.881 -1.049
100 O 1.784 3.605 4.762
101 H 2.445 2.928 4.908
102 H 1.262 3.727 5.561
103 O 2.679 1.453 1.202
104 H 2.041 2.097 0.874
105 H 2.160 0.938 1.829
106 O -0.951 -0.109 5.472
107 H -0.130 0.195 5.069
108 H -1.262 0.452 6.185
109 O 3.935 4.267 -0.311
110 H 4.200 3.568 0.277
111 H 3.634 5.082 0.081
112 O 0.239 1.472 3.330
113 H 0.424 2.124 3.990
114 H 0.094 1.752 2.430
115 O -0.661 1.091 -5.944
116 H -0.957 1.996 -5.909
117 H 0.014 0.972 -5.262
118 O 1.251 -2.686 0.689
119 H 1.163 -2.143 1.476
120 H 1.999 -3.263 0.878

Results of the Mulliken charge analysis, in e, for atoms 1 through 6:
1 H 0.2735
2 H 0.3532
3 O -0.6212
4 H 0.0913
5 H 0.1443
6 O -0.2498